Entry 1:
Molecular formula: C3H11N2O
Method: DFT, ωB97M-V/def2-TZVPD

Calculated values
ΔE to the lowest compared entry with this formula, charge and spin, kcal/mol: 21.6
Multiplicity: 2
Molar mass, Da: 91.1
Total charge: +2
HOMO energy (spin up / spin down), eV: -19.4 / -19.4
HOMO-LUMO gap (spin up / spin down), Ha: 0.379 / 0.249

Positions of all 17 atoms, in Å:
C  0.04525  0.56257  -1.51483
C  -0.34752  -0.12266  -0.29938
C  -1.43429  -0.96616  -0.17823
N  -2.39839  -1.09893  -1.10596
N  0.67311  -0.18766  0.75919
H  -0.70426  0.53243  -2.30108
H  0.32580  1.60890  -1.30855
H  0.97266  0.21109  -1.98879
H  -1.33771  -1.69313  0.63116
H  -3.25271  -0.51965  -1.08960
H  -2.71955  -2.06561  -1.26116
H  0.33850  0.17420  1.66251
H  0.93441  -1.16102  0.95724
H  1.55994  0.26778  0.48164
H  3.53895  1.26321  2.10538
H  2.36169  2.20226  2.14947
O  2.63931  1.36139  1.74944

Forces on atoms 1 to 3 (eV/Å):
0.1 1.1 -0.6
0.2 -0.2 -0.5
0.7 -0.1 0.3



Entry 2:
Molecular formula: C3H11N2O2S
Method: DFT, ωB97M-V/def2-TZVPD

Calculated values
ΔE to the lowest compared entry with this formula, charge and spin, kcal/mol: 16.7
Multiplicity: 1
Molar mass, Da: 139.2
Total charge: +1
HOMO energy, eV: -13.7
HOMO-LUMO gap, Ha: 0.376

Positions of all 19 atoms, in Å:
C  0.58345  -0.04444  2.14305
C  1.11040  1.38367  2.06110
S  1.54529  1.93814  0.37704
N  -0.78588  -0.14759  1.53352
H  0.51441  -0.34739  3.18641
H  1.17168  -0.77268  1.58740
H  2.02966  1.41230  2.63922
H  0.36282  2.05182  2.47698
H  0.38443  2.57281  0.11629
H  -1.19781  -1.07331  1.62613
H  -0.77879  0.07738  0.50349
H  -1.41760  0.54127  1.94935
N  -0.96700  -0.07210  -1.42016
C  -1.10650  -1.43518  -1.70091
O  -0.06958  -2.01402  -2.34268
O  -2.03870  -2.06061  -1.32418
H  -1.85748  0.41180  -1.49704
H  -0.14556  0.43631  -1.69048
H  0.59566  -1.35609  -2.57176

Forces on atoms 1 to 3 (eV/Å):
-0.1 -0.1 -0.2
-0.1 -0.6 -0.5
-0.3 0.0 0.0



Entry 3:
Molecular formula: C3H11N2OS
Method: DFT, ωB97M-V/def2-TZVPD

Calculated values
ΔE to the lowest compared entry with this formula, charge and spin, kcal/mol: 81.2
Multiplicity: 1
Molar mass, Da: 123.2
Total charge: -1
HOMO energy, eV: -3.0
HOMO-LUMO gap, Ha: 0.254

Positions of all 18 atoms, in Å:
N  -1.31678  1.63876  -0.35655
C  -0.21790  0.39475  -0.05984
C  0.71300  0.46356  -1.27345
S  2.20832  -0.57593  -1.35350
C  -0.85696  -1.05702  -0.07384
N  -2.22661  -1.15829  0.57703
H  -1.50627  1.42790  -1.33394
H  -1.33117  0.82367  0.45361
H  0.43082  0.55061  0.80447
H  0.17767  0.11420  -2.16741
H  0.99698  1.52464  -1.38756
H  -0.99035  -1.44298  -1.11057
H  -0.17504  -1.68807  0.50109
H  -2.76894  -0.38592  0.19311
H  -2.05176  -1.01851  1.57293
H  3.14364  0.80065  1.95610
H  2.70477  -0.23855  1.07145
O  3.06657  -0.17348  1.98684

Forces on atoms 1 to 3 (eV/Å):
1.9 -1.8 3.2
2.2 -1.1 -3.3
0.7 0.3 -0.8



Entry 4:
Molecular formula: C3H11N2PS
Method: DFT, ωB97M-V/def2-TZVPD

Calculated values
ΔE to the lowest compared entry with this formula, charge and spin, kcal/mol: 23.6
Multiplicity: 1
Molar mass, Da: 138.2
Total charge: 0
HOMO energy, eV: -8.8
HOMO-LUMO gap, Ha: 0.352

Positions of all 18 atoms, in Å:
C  -2.46745  -1.09704  -0.05428
C  -1.00751  -0.98560  0.34427
C  -0.24400  -0.00299  -0.56484
P  1.49697  0.13647  -0.17778
N  1.30986  1.65386  1.35149
N  2.12170  1.01182  -1.49167
S  2.41612  -1.42418  0.40766
H  -2.49728  -1.73883  -0.84278
H  -3.13074  -1.43347  0.87641
H  -2.75860  -0.17934  -0.31127
H  -0.61267  -1.93209  0.37850
H  -0.76948  -0.57815  1.40766
H  -0.34111  -0.27867  -1.54979
H  -0.78959  0.89329  -0.61441
H  2.13694  1.52287  1.90347
H  0.49942  1.31653  1.85879
H  3.06481  1.28093  -1.26150
H  1.57261  1.83460  -1.65995

Forces on atoms 1 to 3 (eV/Å):
0.5 -1.6 5.5
0.3 2.9 2.1
-0.2 -1.4 1.5



Entry 5:
Molecular formula: C3H11N2S
Method: DFT, ωB97M-V/def2-TZVPD

Calculated values
ΔE to the lowest compared entry with this formula, charge and spin, kcal/mol: 11.5
Multiplicity: 2
Molar mass, Da: 107.2
Total charge: 0
HOMO energy (spin up / spin down), eV: -4.9 / -8.6
HOMO-LUMO gap (spin up / spin down), Ha: 0.214 / 0.351

Positions of all 17 atoms, in Å:
C  -2.72394  0.86990  -0.43458
S  -1.52244  -0.42920  -0.30023
C  -1.12150  -0.30473  1.43476
H  -3.56530  0.81598  0.26023
H  -2.26343  1.84064  -0.45785
H  -3.29273  0.73037  -1.35559
H  -0.62351  -1.20381  1.80285
H  -2.00694  -0.15442  2.05161
H  -0.39941  0.47312  1.70246
N  2.87910  -0.08763  0.43954
C  2.36026  -0.75378  -0.66747
N  1.42238  -0.16399  -1.50295
H  2.35934  0.68946  0.80125
H  3.57394  -0.51956  1.01256
H  2.86366  -1.59194  -1.06692
H  1.56699  -0.35917  -2.47798
H  0.49353  0.14876  -1.24170

Forces on atoms 1 to 3 (eV/Å):
-1.2 0.0 -0.5
-0.3 -0.5 0.2
0.6 0.1 1.1



Entry 6:
Molecular formula: C3H11N2S
Method: DFT, ωB97M-V/def2-TZVPD

Calculated values
ΔE to the lowest compared entry with this formula, charge and spin, kcal/mol: 38.3
Multiplicity: 1
Molar mass, Da: 107.2
Total charge: +1
HOMO energy, eV: -12.1
HOMO-LUMO gap, Ha: 0.284

Positions of all 17 atoms, in Å:
C  -1.70941  2.62187  1.06770
C  -2.32586  1.29409  1.70950
S  -1.17875  -0.11470  1.10787
H  -1.89091  2.57886  -0.06328
H  -0.72039  2.85262  1.32158
H  -2.29348  3.34934  1.44132
H  -2.32202  1.28704  2.82400
H  -3.41880  0.97851  1.37501
H  -2.08739  -0.71095  0.31165
N  1.52824  -1.97664  -1.05245
C  2.39153  -1.63233  -1.96675
N  2.88068  -0.33676  -1.98134
H  1.11890  -1.33775  -0.39389
H  0.93078  -2.70716  -1.10694
H  2.58778  -2.34167  -2.82801
H  3.37678  -0.11099  -2.76385
H  2.57876  0.48940  -1.46969

Forces on atoms 1 to 3 (eV/Å):
-2.0 -3.8 -2.2
0.1 -0.5 -1.0
-0.9 0.2 0.3



Entry 7:
Molecular formula: C3H11N2S
Method: DFT, ωB97M-V/def2-TZVPD

Calculated values
ΔE to the lowest compared entry with this formula, charge and spin, kcal/mol: 12.6
Multiplicity: 1
Molar mass, Da: 107.2
Total charge: +1
HOMO energy, eV: -12.5
HOMO-LUMO gap, Ha: 0.313

Positions of all 17 atoms, in Å:
C  -0.03748  -0.14516  3.53059
C  -0.99006  -0.87349  2.61353
S  -0.48905  -0.82937  0.83901
H  0.95596  -0.57948  3.49544
H  0.10856  0.87896  3.20271
H  -0.45405  -0.12364  4.53059
H  -1.99029  -0.44814  2.62705
H  -1.09157  -1.93301  2.83451
H  0.72786  -0.31411  1.07237
N  0.34788  0.83536  -1.95571
C  0.29329  0.13544  -3.04961
N  0.47788  0.65976  -4.25992
H  0.41489  1.84399  -2.00690
H  0.12410  0.35267  -1.08632
H  0.08436  -0.92850  -2.95571
H  0.28448  0.12821  -5.09277
H  1.23326  1.34051  -4.33886

Forces on atoms 1 to 3 (eV/Å):
0.0 0.2 -0.5
-0.5 -0.2 -0.5
0.4 0.1 0.1



Q: Which of these has the highest ΔE to the lowest compared entry with this formula, charge and spin?
A: C3H11N2OS



Q: Which formula does entry 3 have?
A: C3H11N2OS



Q: Which value of multiplicity does entry 3 give?
A: 1



Q: Look up the molar mass of the second one.
A: 139.2 Da